This record from the Open Molecules 2025 dataset describes a 18-piece molecular cluster, C4H34BO25 overall in a non-equilibrium geometry. The level of theory is ωB97M-V with the def2-TZVPD basis set.

```
64
Properties=species:S:1:pos:R:3
H -2.664 0.931 -2.147
H -1.815 -3.376 -2.081
O 0.429 4.712 -0.947
H 3.323 -3.320 0.359
H 1.619 -1.093 -2.465
O -2.154 -3.025 0.015
O -0.711 -5.359 -0.828
H 4.420 -0.018 1.493
H 1.953 -2.174 -1.480
C -1.659 -1.941 0.193
C -1.918 -1.139 1.368
H -3.839 0.099 2.597
C 1.076 1.363 -0.077
H -1.904 2.583 1.114
O 2.703 0.532 -2.848
H 4.950 -0.241 2.901
O 1.516 -2.003 -2.377
H 0.054 -5.836 -0.358
H 3.171 0.493 -3.697
O -0.012 0.854 -0.420
O 3.967 3.352 1.901
O -1.424 -2.922 -2.803
H 0.848 1.748 -3.186
O 3.991 2.765 -2.115
O -4.654 -2.632 3.540
H -0.552 1.834 -3.681
H 2.921 4.252 0.282
H 1.834 -3.204 0.720
O -2.354 -0.552 5.431
H 3.682 3.704 -1.683
H -1.653 0.121 5.429
H -4.214 -3.390 -2.094
H 3.469 2.635 1.569
H 0.478 3.719 -1.056
H 3.268 3.881 2.376
H 4.625 2.468 -1.510
H -5.418 -2.937 3.035
H -4.004 -2.385 3.026
H -1.206 -4.718 -0.448
O 3.054 4.856 -0.538
O -2.787 2.418 0.814
H -2.886 0.988 -0.406
H -0.402 4.821 -1.424
O -2.745 -1.429 2.094
O -1.001 -0.247 1.546
O -0.610 -1.606 -0.351
O 2.492 -3.155 0.021
O 1.277 -0.539 0.898
H -4.101 -4.636 -2.693
O 2.909 0.943 1.233
O 0.373 1.734 -3.904
H 2.943 1.345 -2.312
H -0.611 -2.552 -2.560
C 1.885 0.477 0.664
O -3.066 0.487 -1.289
H -2.071 -1.383 4.873
H 2.240 5.071 -0.720
H -3.141 3.309 0.682
H -3.631 1.313 2.011
B -0.127 -0.405 0.394
O -4.494 -4.295 -2.024
O -4.151 0.859 2.705
O 1.469 2.380 -0.749
O 5.040 -0.535 1.984
```

HOMO-LUMO gap	9.07	eV
energy above the lowest of the compared OMol25 structures with the same formula, charge and spin	738.4	kJ/mol
total charge	-1
HOMO	-8.0	eV
2S+1	1

Atom charges from the Mulliken analysis, given in e for atoms 1 to 6: H 0.277; H 0.201; O -0.743; H 0.255; H 0.398; O -0.794

This record from the Open Molecules 2025 dataset describes a 2-piece molecular cluster, C11H18 overall in a non-equilibrium geometry. The level of theory is ωB97M-V with the def2-TZVPD basis set.

```
29
Properties=species:S:1:pos:R:3
H 3.936 -0.838 1.229
H 3.080 -2.177 0.545
C -2.276 2.361 -2.115
H 3.132 -0.691 -0.344
C -1.082 1.362 -1.951
C -1.381 -0.033 -2.451
C -0.003 2.009 -2.784
H -2.352 -0.415 -2.886
C 1.374 -0.262 2.468
H 0.581 1.217 -3.382
H -2.664 3.043 -1.378
H -0.353 2.753 -3.536
H -0.721 1.343 -0.827
C 1.667 -0.988 1.305
H -0.218 0.639 3.679
H -2.207 3.084 -2.973
H -1.230 -0.598 -1.541
H 2.229 0.351 3.045
C 0.709 -1.815 0.775
H -3.195 1.655 -2.234
H -2.035 -0.430 2.337
H 0.788 -2.601 -0.138
C -0.689 -1.707 1.266
H -0.788 -0.579 -3.287
C 2.955 -1.131 0.632
H 0.751 2.540 -2.233
C 0.063 -0.054 2.879
C -0.883 -0.720 2.119
H -1.449 -2.420 1.073
```

HOMO-LUMO gap	10.05	eV
energy above the lowest of the compared OMol25 structures with the same formula, charge and spin	352.7	kJ/mol
structure (SMILES)	Cc1ccccc1.CC(C)C
HOMO	-9.1	eV
2S+1	1

Atom charges from the Mulliken analysis, given in e for atoms 1 to 6: H 0.288; H 0.374; C -1.343; H 0.276; C 1.399; C -1.176

This record from the Open Molecules 2025 dataset describes one molecule with the formula C6H10N2O in a non-equilibrium geometry. The level of theory is ωB97M-V with the def2-TZVPD basis set.

```
19
Properties=species:S:1:pos:R:3
H -2.262 1.809 -0.983
H 1.736 -3.000 -0.262
C 0.950 -1.175 -0.806
C -2.110 -0.786 1.120
C -1.275 1.599 -0.944
H -0.446 2.385 -0.742
N 0.693 0.004 -0.423
C 1.648 0.833 0.298
O -1.617 -0.617 -0.245
N 1.254 1.967 0.882
H 0.653 -1.741 -1.946
C -0.774 0.423 -0.573
H -2.122 0.194 1.800
H -3.311 -1.254 1.226
C 1.522 -2.069 0.170
H -1.321 -1.220 1.736
H 2.566 0.296 0.306
H 2.086 2.497 0.838
H 1.963 -1.778 1.186
```

HOMO-LUMO gap	9.10	eV
energy above the lowest of the compared OMol25 structures with the same formula, charge and spin	631.8	kJ/mol
structure (SMILES)	[H]/N=C/N(C=C)C(=C)OC
HOMO	-8.3	eV
2S+1	1

Atom charges from the Mulliken analysis, given in e for atoms 1 to 6: H 0.396; H 0.311; C 0.130; C -0.711; C -0.804; H 0.246

Question: The lowest HOMO-LUMO gap belongs to which entry?
Answer: C4H34BO25

Question: The lowest HOMO-LUMO gap belongs to which entry?
Answer: C4H34BO25

Question: Which value of energy above the lowest of the compared OMol25 structures with the same formula, charge and spin does entry 3 give?
Answer: 631.8 kJ/mol